92
Properties=species:S:1:pos:R:3:forces:R:3 method="wB97M-V/def2-TZVPD" total_charge=+1 orbital_gap_ev="7.4 / 8.5" homo_ev="-9.78 / -10.95" de_lowest_kcal_mol=19.0 energy_ha=-2396.49405 lumo_ha="-0.089 / -0.090" s_squared=2.02 spin_multiplicity=3
W 0.482 1.000 0.881 0.0 -1.5 0.7
S 2.468 -0.034 -1.954 -0.3 -0.3 -0.2
O 1.808 3.775 0.847 0.4 -0.2 0.0
O 2.313 1.707 1.597 -1.0 -0.3 -0.1
O 3.030 0.758 -3.018 0.0 0.1 -0.1
O 3.365 -0.865 -1.190 0.1 0.1 0.1
O -0.431 1.211 2.577 0.7 -0.3 -0.5
N 2.059 -1.975 3.283 0.0 0.1 -0.2
N -3.374 -0.930 0.960 0.1 0.1 0.0
N -1.325 -0.236 0.569 -0.3 -0.2 0.0
N -1.186 2.760 -3.356 0.1 -0.1 -0.1
N 1.552 -1.034 1.176 0.0 0.2 0.6
N 2.028 -3.317 1.393 0.0 -0.1 -0.1
N 1.634 0.977 -0.967 0.0 -0.3 -0.1
C -4.717 -0.983 1.509 -0.1 0.0 0.2
C -2.945 3.195 -1.112 0.0 0.0 0.1
C -0.816 -4.159 -4.982 0.0 0.1 0.0
C 0.345 -3.365 -2.887 0.0 0.0 0.0
C -0.874 2.500 0.021 -0.4 0.4 0.1
C 1.070 -2.419 -2.178 0.1 0.0 0.2
C -2.470 0.032 1.184 0.1 0.1 -0.1
C 0.200 3.280 -3.207 0.4 0.1 0.1
C 1.881 -2.050 1.946 -0.1 0.1 -0.1
C 0.647 2.862 4.076 -0.1 -0.1 -0.2
C -1.148 1.283 4.875 0.0 0.0 -0.3
C 0.335 -1.931 -4.800 0.0 0.0 0.0
C 2.929 -2.929 3.961 0.1 -0.1 0.1
C -3.232 4.130 -0.136 -0.1 0.1 0.0
C -2.296 4.332 0.866 -0.1 0.1 0.0
C 3.019 -3.586 0.364 0.1 0.0 0.2
C -2.783 -1.873 0.161 0.1 -0.1 -0.1
C 2.580 2.108 -0.717 -0.2 0.1 0.1
C 2.187 2.620 0.670 0.9 1.8 -0.5
C 1.048 -0.978 -4.092 0.0 0.2 -0.1
C -1.160 3.544 0.926 0.2 0.0 0.0
C -0.047 -3.131 -4.201 0.0 0.0 0.0
C -1.519 -1.435 -0.074 0.0 0.0 -0.1
C 1.897 -0.717 3.987 0.1 0.1 -0.1
C -0.602 2.077 3.691 -0.1 0.2 0.4
C 1.497 -4.482 2.072 -0.1 0.0 -0.1
C 1.379 -1.203 -2.764 0.0 0.3 0.1
C -1.497 2.369 -4.747 -0.1 0.0 -0.2
C -1.474 1.679 -2.328 -0.2 -0.1 0.4
C -1.783 2.421 -1.054 0.2 -0.1 0.1
H -2.324 1.100 -2.691 0.0 0.1 -0.1
H 2.360 -3.589 4.618 0.0 0.0 0.0
H -0.432 3.768 1.695 -0.1 0.0 0.0
H 0.102 -4.314 -2.423 0.0 0.0 0.0
H 0.777 -4.175 2.828 0.0 0.0 0.0
H -1.631 -3.688 -5.531 0.0 -0.1 0.0
H 1.091 3.338 3.206 0.1 0.1 0.0
H -3.642 3.056 -1.937 0.0 0.0 0.0
H -2.555 2.129 -4.832 0.0 0.0 0.1
H 0.917 2.504 -3.473 -0.1 -0.1 0.0
H 1.002 -0.225 3.650 -0.3 0.2 -0.1
H -1.967 0.637 4.553 0.0 0.0 0.0
H 0.383 3.635 4.799 0.0 0.0 0.0
H -1.384 2.795 3.408 0.0 0.0 -0.1
H 1.427 -0.081 -4.566 -0.1 0.0 -0.1
H -4.141 4.716 -0.177 0.0 0.0 0.0
H -3.302 -2.756 -0.169 0.0 0.0 0.0
H -4.688 -1.197 2.577 0.0 0.0 0.0
H 1.392 2.207 4.529 0.1 0.0 0.0
H 0.091 -1.760 -5.843 0.0 0.0 0.0
H 3.287 -2.673 -0.158 0.1 0.0 0.0
H 3.647 -2.376 4.566 0.0 0.0 0.0
H -1.229 -4.926 -4.329 0.0 0.0 0.0
H 1.654 -1.336 0.216 -0.2 -0.2 0.0
H -5.227 -0.034 1.355 0.0 0.0 -0.1
H -1.814 3.524 -3.097 0.0 0.0 0.0
H -0.597 1.047 -2.235 0.2 0.0 -0.1
H 0.337 4.147 -3.850 -0.1 0.0 0.0
H 3.609 1.742 -0.681 0.1 0.1 0.1
H -1.524 1.973 5.630 0.0 0.0 0.1
H 3.930 -4.016 0.799 0.0 0.0 0.0
H -2.456 5.108 1.605 0.0 0.0 0.0
H 1.810 -0.927 5.052 0.0 0.0 0.0
H -0.168 -4.651 -5.710 0.0 0.0 0.0
H 2.269 -5.101 2.541 0.0 0.0 0.0
H 3.490 -3.529 3.251 0.0 0.1 0.1
H 1.449 -2.647 -1.188 -0.2 0.0 -0.2
H -2.655 0.906 1.785 0.0 0.0 0.0
H -0.911 1.499 -5.010 0.2 -0.2 0.0
H -0.375 0.663 5.330 0.0 0.0 0.0
H 2.749 -0.054 3.812 0.0 0.0 0.0
H -0.758 -1.890 -0.674 0.1 -0.1 0.0
H 0.359 3.563 -2.168 -0.1 0.0 0.0
H -1.260 3.189 -5.421 0.0 0.0 0.1
H 2.621 -4.305 -0.355 0.0 0.0 0.0
H 0.974 -5.102 1.338 0.0 0.0 0.0
H 2.512 2.897 -1.465 -0.1 0.0 0.0
H -5.273 -1.771 1.009 0.0 0.0 0.0

***

83
Properties=species:S:1:pos:R:3:forces:R:3 method="wB97M-V/def2-TZVPD" orbital_gap_ev=8.9 homo_ev=-8.27 energy_ha=-1793.66105 lumo_ha=0.023 smiles="C#CC[C@@]1(c2cccnc2)OC(=O)O[C@]1(CCCCCCCCCCCCCCCC)P(C)CC" spin_multiplicity=1
P -0.821 4.382 0.888 0.9 0.8 0.0
O -1.623 2.089 -0.275 -0.3 -0.1 0.0
O -3.882 2.273 -0.375 -0.4 -0.2 0.1
O -2.547 3.531 -1.694 -0.5 0.1 0.2
N 0.837 6.690 -2.512 -0.1 -0.5 0.2
C -0.818 2.314 -2.896 -0.5 -0.3 0.0
C 1.719 0.321 -1.162 0.0 -0.4 0.3
C 1.046 1.170 -0.061 0.9 0.3 0.1
C 0.848 2.649 -0.478 -0.5 -0.6 -0.4
C -0.574 -2.790 -1.662 0.8 0.1 -0.1
C 1.322 -1.163 -1.153 -0.2 0.1 -0.3
C -1.973 1.873 -3.688 0.2 0.2 -0.1
C -0.076 -6.054 0.450 -0.9 -0.1 -0.2
C -2.804 2.584 -0.741 0.8 0.3 -0.4
C 3.247 -2.763 2.213 -0.5 0.3 0.3
C 3.100 -3.885 3.265 0.0 -0.3 -0.9
C -2.235 5.518 0.481 0.1 -0.9 0.2
C -0.810 -4.791 -0.056 0.7 0.0 -0.1
C 2.042 -4.916 2.818 0.3 0.5 -0.1
C -0.189 -1.413 -1.087 -0.2 -0.7 -0.2
C -0.621 3.122 -0.542 -0.5 0.6 0.8
C -1.148 3.531 -1.920 1.5 -0.9 -0.9
C -0.422 -6.515 1.872 0.7 0.1 0.6
C 0.620 -4.354 2.903 0.1 -0.4 0.6
C -1.024 5.064 -3.887 0.7 0.9 0.1
C -1.354 3.320 2.324 -0.4 0.6 0.1
C 0.123 -3.982 -0.974 -0.8 -0.4 -0.3
C -2.893 1.531 -4.378 0.4 0.1 -0.2
C -2.841 3.429 2.713 0.6 -0.5 0.0
C -0.481 6.199 -4.482 -0.3 -0.7 0.4
C 0.336 5.585 -1.946 0.0 0.3 -0.6
C 3.407 -1.363 2.811 0.2 0.0 -0.6
C -0.502 -5.405 2.936 -0.3 0.4 -0.6
C 0.419 6.955 -3.738 0.1 0.7 -0.7
C -0.584 4.774 -2.594 -1.2 -0.6 0.8
H -1.655 -2.939 -1.662 0.0 0.1 0.1
H -3.113 4.476 2.829 -0.2 0.0 0.0
H -1.700 -5.099 -0.608 -0.1 0.2 0.0
H 1.302 2.780 -1.465 -0.1 0.1 0.0
H 0.688 5.349 -0.949 0.0 0.1 0.0
H 2.801 0.378 -1.015 0.0 0.1 -0.1
H -0.575 -1.372 -0.065 0.0 0.3 0.0
H 0.817 7.856 -4.200 0.1 0.0 0.1
H -3.475 2.935 1.979 -0.1 0.2 0.0
H 0.998 -5.945 0.303 0.0 0.1 0.3
H 2.310 -5.171 1.788 -0.2 -0.2 0.0
H -0.698 -0.666 -1.705 -0.1 0.1 0.3
H 1.676 -1.601 -2.094 0.1 0.0 0.1
H -1.731 4.427 -4.401 -0.1 0.0 0.0
H 1.003 -3.684 -0.401 0.0 0.1 0.0
H 3.564 -0.643 2.002 0.0 0.0 0.1
H 2.336 -2.746 1.608 0.0 0.0 -0.1
H -1.351 -7.086 1.905 -0.1 0.1 -0.2
H 0.443 -3.611 2.125 0.0 -0.1 -0.1
H -1.132 -4.135 0.754 -0.1 -0.1 0.1
H -0.263 -2.786 -2.713 -0.1 0.0 0.0
H -2.975 2.928 3.673 -0.1 0.1 0.0
H -3.201 5.013 0.482 -0.1 0.2 -0.1
H -0.477 1.446 -2.331 0.0 0.1 0.1
H -0.749 6.482 -5.490 0.0 0.1 0.0
H -0.769 3.713 3.159 0.1 0.0 -0.1
H -1.029 2.290 2.186 -0.1 0.0 -0.2
H -0.563 -5.830 3.940 0.1 -0.2 -0.1
H 0.475 -4.668 -1.751 0.1 0.0 0.1
H -2.030 5.944 -0.499 -0.1 0.1 0.0
H 4.052 -4.419 3.313 0.1 0.2 0.4
H 0.137 0.710 0.317 -0.1 0.1 -0.2
H 4.282 -1.284 3.457 -0.1 -0.1 0.2
H -1.453 -4.881 2.786 0.0 0.0 0.1
H 2.500 -1.059 3.335 0.1 0.0 0.2
H 1.838 -1.703 -0.358 0.0 0.1 0.1
H 0.367 -7.207 2.191 -0.1 -0.1 -0.1
H -0.008 2.572 -3.576 0.0 0.1 0.0
H 0.564 -3.803 3.850 -0.1 0.1 -0.1
H 4.059 -2.967 1.512 0.1 -0.1 0.1
H -0.369 -6.867 -0.224 0.2 0.0 0.0
H 1.380 3.338 0.174 0.0 -0.1 0.1
H 2.147 -5.841 3.393 -0.1 0.1 0.1
H 2.847 -3.459 4.236 0.1 -0.1 0.1
H 1.539 0.722 -2.163 -0.2 0.1 0.1
H 1.750 1.180 0.776 -0.2 -0.1 0.1
H -2.210 6.307 1.231 -0.1 0.0 0.0
H -3.592 1.251 -5.129 -0.2 -0.1 0.2